1.
DFT (ωB97M-V with the def2-TZVPD basis set) results for one molecule with the formula C4H13N3OS.

```
22
Properties=species:S:1:pos:R:3
C -0.94993 2.37145 -0.03283
C 1.41094 -0.59392 -1.58001
C -0.26581 -0.00549 1.78949
C 0.56850 1.17626 1.35536
N -1.23072 -0.74699 -1.48773
N 0.08020 -1.23884 1.20491
N 0.24950 -2.92430 -0.88067
O 0.30201 1.73172 0.10523
S 0.00194 -1.17762 -0.59567
H -0.98751 3.39940 -0.52880
H -1.48362 2.53910 0.89487
H -1.70361 2.03913 -0.73760
H 1.49466 0.45141 -1.46445
H 2.28180 -1.08575 -1.17658
H 1.47405 -0.99977 -2.62861
H -1.42833 0.12670 1.60391
H -0.06832 -0.08933 2.79088
H 1.53688 0.71594 1.26071
H 0.47151 1.89971 2.15313
H -2.15411 -1.00497 -1.20934
H 0.99579 -3.31439 -0.33931
H -0.59583 -3.26946 -0.49690
```

Calculated values
energy above the lowest of the compared OMol25 structures with the same formula, charge and spin = 3.081 eV
maximum force = 5.2 eV/Å
orbital gap = 8.89 eV
calculated total energy = -797.6902 Ha
HOMO energy = -8.17 eV
LUMO energy = 0.72 eV
structure (SMILES) = COCCN=[S@](C)(=N)N

2.
DFT (ωB97M-V with the def2-TZVPD basis set) results for C4H13N3S as an isolated structure.

```
21
Properties=species:S:1:pos:R:3
C 2.14139 1.14443 -2.40244
N 1.81614 -0.20579 -1.95696
C 0.88574 -0.42794 -1.03299
N 0.71133 -1.48850 -0.32663
H 2.39144 1.10817 -3.47296
H 3.03532 1.52357 -1.92325
H 1.25031 1.75050 -2.26596
H 2.54837 -0.90566 -2.01619
H 0.09443 0.32699 -0.98551
H 1.22350 -2.31704 -0.61834
H 0.15862 -1.42591 0.82121
C -1.44193 0.71220 1.47576
C -1.52518 -0.28305 2.60259
S -0.42441 -1.70428 2.32643
N -2.01066 0.30546 0.16612
H -0.41572 1.05423 1.29414
H -1.89193 1.67502 1.78115
H -2.54693 -0.68866 2.74819
H -1.18056 0.16081 3.53698
H -3.01848 0.36232 0.25961
H -1.80079 -0.67687 -0.01094
```

Calculated values
energy above the lowest of the compared OMol25 structures with the same formula, charge and spin = 0.627 eV
maximum force = 2.3 eV/Å
orbital gap (spin up / spin down) = 10.97 / 6.86 eV
calculated total energy = -722.3542 Ha
spin multiplicity = 2
HOMO energy (spin up / spin down) = -13.59 / -13.54 eV
LUMO energy (spin up / spin down) = -2.61 / -6.68 eV
total charge = +1

3.
DFT (ωB97M-V with the def2-TZVPD basis set) results for a 2-piece molecular cluster, C4H13N4 overall.

```
21
Properties=species:S:1:pos:R:3
C 1.17054 -1.55543 1.28165
C -2.13340 0.26030 -0.49248
C -0.47533 2.12320 -0.71805
C -0.70207 0.67137 -0.13583
N 0.26734 -1.35273 0.35093
N 1.09444 -2.48198 2.18530
N 2.08505 0.37347 -0.74749
N 0.26489 -0.37819 -0.50721
H 2.07885 -0.97894 1.15644
H -2.20826 -0.10546 -1.52231
H -2.59073 -0.45626 0.19906
H -2.79167 1.12802 -0.34853
H 0.23733 2.79410 -0.23039
H -1.42910 2.61626 -0.49411
H -0.39593 2.09511 -1.81649
H -0.43319 0.81351 0.98538
H 1.59768 -2.68502 3.04837
H 0.28864 -3.07923 2.02672
H 2.16250 -0.29190 -1.58444
H 1.76755 1.24848 -1.09281
H 0.14485 -0.75866 -1.54370
```

Calculated values
energy above the lowest of the compared OMol25 structures with the same formula, charge and spin = 5.228 eV
maximum force = 5.1 eV/Å
orbital gap = 9.19 eV
calculated total energy = -378.8436 Ha
HOMO energy = -13.97 eV
LUMO energy = -4.78 eV
total charge = +1

4.
DFT (ωB97M-V with the def2-TZVPD basis set) results for a 2-piece molecular cluster, C4H13N4O overall.

```
22
Properties=species:S:1:pos:R:3
C -0.87164 -1.60703 -1.71216
C 1.50678 -1.75193 -0.96367
N 1.27857 -0.68535 -0.06451
N 0.47887 -2.22577 -1.81198
N 2.77922 -2.36765 -0.92428
H 0.43154 -0.21281 -0.02944
H 1.91402 -0.68126 0.74824
H 0.58881 -2.86754 -2.66468
H 2.93567 -3.20452 -1.43259
H 3.60887 -1.91322 -0.35178
H -0.82335 -0.44093 -1.69438
H -1.42455 -1.98235 -0.75830
H -1.45688 -1.90201 -2.63758
C -2.30750 2.65341 1.78094
C -1.05694 2.05552 1.18610
O -1.04130 1.30111 0.24994
N 0.14774 2.34320 1.78902
H -2.03159 3.25182 2.70292
H -3.12131 1.91800 1.90643
H 0.87750 2.05659 1.14126
H 0.31827 2.98114 2.60402
H -2.73081 3.28160 0.93647
```

Calculated values
energy above the lowest of the compared OMol25 structures with the same formula, charge and spin = 1.873 eV
maximum force = 5.6 eV/Å
orbital gap = 10.44 eV
calculated total energy = -454.2589 Ha
HOMO energy = -13.30 eV
LUMO energy = -2.86 eV
total charge = +1

5.
DFT (ωB97M-V with the def2-TZVPD basis set) results for a 2-piece molecular cluster, C4H13N4O overall.

```
22
Properties=species:S:1:pos:R:3
C 0.90428 -1.40315 2.58532
C 1.60265 -2.00331 1.40255
O 1.62145 -1.53602 0.26793
N 2.17385 -3.21479 1.61723
H 0.95947 -2.06974 3.43360
H -0.11452 -1.16124 2.31744
H 2.73712 -3.63236 0.89636
H 2.35016 -3.50828 2.56599
H 1.36183 -0.43651 2.80264
C -2.07905 2.87204 -1.72403
C -0.72499 0.90617 -1.18858
N -0.65201 -0.32235 -0.69212
N -1.93990 1.41717 -1.46066
N 0.40033 1.54593 -1.45624
H -1.47653 -0.68132 -0.24416
H 0.28893 -0.73274 -0.59422
H -2.61119 0.85036 -1.93034
H 0.41836 2.32100 -2.09239
H 1.28287 1.16546 -1.15596
H -1.85155 3.44879 -0.83629
H -3.12326 3.05199 -1.89465
H -1.52834 3.12288 -2.61940
```

Calculated values
energy above the lowest of the compared OMol25 structures with the same formula, charge and spin = 0.453 eV
maximum force = 1.9 eV/Å
orbital gap = 10.94 eV
calculated total energy = -454.3111 Ha
HOMO energy = -13.53 eV
LUMO energy = -2.59 eV
total charge = +1

6.
DFT (ωB97M-V with the def2-TZVPD basis set) results for a 2-piece molecular cluster, C4H13NO overall.

```
19
Properties=species:S:1:pos:R:3
C 1.03483 0.02122 -1.63958
C 0.59584 -0.34268 -0.21212
C 1.38359 0.48934 0.77282
C 1.49368 -0.24091 2.15626
N -0.84729 -0.28535 -0.05122
H 0.30213 -0.20531 -2.43414
H 1.35361 1.04084 -1.84234
H 1.83761 -0.62970 -2.02454
H 0.83458 -1.40043 0.00947
H 2.34300 0.80136 0.33584
H 0.87184 1.43346 0.98156
H 1.19209 0.44631 2.94449
H 0.88706 -1.14228 2.17998
H 2.53840 -0.57265 2.25274
H -1.24463 0.53948 0.33996
H -1.35866 -0.74060 -0.79441
H -4.30609 0.77477 -1.60540
H -4.84954 -0.05710 -0.40336
O -4.06205 0.07025 -0.96600
```

Calculated values
energy above the lowest of the compared OMol25 structures with the same formula, charge and spin = 0.469 eV
maximum force = 2.0 eV/Å
orbital gap (spin up / spin down) = 2.29 / 8.84 eV
calculated total energy = -290.1253 Ha
spin multiplicity = 2
HOMO energy (spin up / spin down) = 1.25 / -5.40 eV
LUMO energy (spin up / spin down) = 3.53 / 3.44 eV
total charge = -1